Record 1
A cluster of 3 separate species, C4H11NO2 in total at a distorted geometry, computed with ωB97M-V with the def2-TZVPD basis set.

Each line ends with the Mulliken charge.
Cartesian coordinates (Å):
C (1.135, -1.762, 0.203)  -0.985
H (1.511, 1.492, 0.700)  0.366
H (-2.081, -0.483, -1.588)  0.327
H (-3.364, 0.168, -1.230)  0.351
H (0.507, -2.563, 0.683)  0.138
C (-1.341, -0.287, 1.341)  -0.714
H (0.425, 1.567, -1.197)  0.317
O (-2.888, -0.268, -1.989)  -0.742
N (-0.529, 0.205, 0.436)  -0.335
H (2.855, 0.445, 0.128)  0.243
H (-0.479, 1.675, -2.354)  0.324
O (0.019, 2.266, -1.781)  -0.672
C (0.845, -0.418, 0.342)  0.360
H (2.019, -2.095, -0.185)  0.396
C (1.945, 0.533, 0.834)  -0.987
H (-1.860, 0.412, 2.116)  0.104
H (-1.079, -1.291, 1.675)  0.239
H (2.360, 0.404, 1.867)  0.270

Forces on atoms 1 to 6 (eV/Å):
C -3.07 1.03 1.64
H 0.05 1.33 0.24
H 2.17 -0.55 1.13
H 0.76 -0.66 -1.13
H -0.10 0.82 -1.31
C -1.52 -0.23 1.67

Properties
**Kohn-Sham gap (alpha / beta)**: 4.82 / 7.63 eV
**Total charge**: -1
**Multiplicity**: 2
**Expectation value of S²**: 0.757


Record 2
An isolated molecule of CH3BrClPS at a distorted geometry, computed with ωB97M-V with the def2-TZVPD basis set.

Each line ends with the Mulliken charge.
Cartesian coordinates (Å):
S (-1.351, -1.425, -1.528)  -0.320
P (-0.763, -0.392, 0.014)  0.595
H (1.527, 0.441, 0.835)  0.373
H (0.962, 1.096, -0.638)  0.299
Br (-1.875, 1.526, 0.013)  -0.169
C (1.123, 0.170, -0.047)  -0.916
H (1.640, -0.558, -0.562)  0.319
Cl (-1.262, -0.858, 1.912)  -0.180

Forces on atoms 1 to 6 (eV/Å):
S 0.57 0.15 1.25
P 1.06 0.74 -1.34
H 1.12 0.59 3.19
H 0.43 -0.64 0.04
Br 0.20 0.37 -0.11
C -4.78 1.02 -2.11

Properties
**Kohn-Sham gap**: 9.45 eV
**SMILES**: C[P@@](=S)(Cl)Br


Record 3
An isolated molecule of C5H13NO at a distorted geometry, computed with ωB97M-V with the def2-TZVPD basis set.

Each line ends with the Mulliken charge.
Cartesian coordinates (Å):
H (0.699, 1.605, 1.172)  0.383
H (2.418, -2.561, -1.596)  0.310
C (-0.264, -0.309, 0.763)  -0.747
H (0.657, -1.177, -2.232)  0.219
H (-1.860, 3.520, 1.608)  0.282
C (-1.326, 1.981, 0.348)  -0.424
C (1.923, -2.003, -0.815)  -0.887
H (-2.230, 1.407, 0.627)  0.367
H (2.653, -1.249, -0.487)  0.237
C (-0.443, -1.221, -0.457)  -0.679
H (-1.330, -0.906, -1.013)  0.402
H (-1.540, 2.361, -0.666)  0.214
H (-0.718, -2.182, 0.017)  0.237
N (0.757, -1.212, -1.234)  -0.182
H (0.651, -0.663, 1.267)  0.268
H (1.600, -2.643, 0.007)  0.284
C (-0.020, 1.188, 0.478)  -0.540
H (0.483, 1.309, -0.493)  0.243
O (-1.103, 3.170, 1.130)  -0.523
H (-1.006, -0.414, 1.577)  0.535

Forces on atoms 1 to 6 (eV/Å):
H -0.48 0.35 0.49
H -0.33 -0.34 -0.38
C 1.24 0.62 0.97
H -0.36 -0.11 -0.02
H -0.24 -0.36 -0.32
C -0.02 1.18 0.31

Properties
**Kohn-Sham gap**: 9.42 eV
**SMILES**: CNCCCCO


Results for relative energy (zero: lowest compared OMol25 entry of this formula, charge and spin): 3.386, 0.000, 1.864 (in eV, following the order of the records).